Run 1
DFT (the ωB97M-V functional and the def2-TZVPD basis) results for an isolated ion of composition C6H12NS and charge +1.

ORCA input file:
```
! RIJCOSX wB97M-V def2-TZVPD def2/J DEFGRID3
* xyz 1 1
C 0.692 -0.211 1.705
C -0.627 -0.835 1.209
C 0.996 0.764 0.641
C -1.264 -2.003 -1.115
C -0.470 -1.317 -0.201
C -0.019 1.360 -1.439
N 0.660 0.285 -0.744
S 0.330 -2.807 -0.789
H 0.523 0.228 2.664
H 1.424 -0.994 1.718
H -0.881 -1.658 1.750
H -1.312 -0.097 1.075
H 0.536 1.740 0.950
H 2.039 0.950 0.787
H -2.127 -2.593 -0.779
H -1.523 -1.596 -2.129
H -1.075 1.186 -1.351
H 0.339 2.208 -1.119
H 0.163 1.316 -2.555
H 1.539 -0.009 -1.149
*
```

HOMO energy (Eh): -0.5006
Kohn-Sham gap (eV): 9.42

Run 2
DFT (the ωB97M-V functional and the def2-TZVPD basis) results for a 2-piece molecular cluster, C6H12NS overall.

ORCA input file:
```
! RIJCOSX wB97M-V def2-TZVPD def2/J DEFGRID3
* xyz 1 1
C -1.685 1.087 -0.873
C -1.757 -0.417 -0.475
C 2.424 -1.152 0.677
C 1.971 -1.261 -0.817
C -0.786 0.497 0.206
C 2.184 0.012 -0.135
N -1.389 0.759 1.632
S 2.532 1.622 -0.331
H -1.255 1.307 -1.790
H -2.475 1.648 -0.607
H -2.604 -0.802 -0.050
H -1.576 -1.194 -1.266
H 1.688 -1.409 1.274
H 3.473 -1.224 0.997
H 2.621 -1.403 -1.650
H 0.989 -1.556 -1.000
H -1.117 1.714 1.881
H -1.074 0.019 2.184
H -2.490 0.675 1.497
H 1.902 1.801 -1.609
*
```

HOMO energy (Eh): -0.4042
Kohn-Sham gap (eV): 6.12

Computed relative energies in units of kJ/mol: run 1 0.0; run 2 387.1

Run 1
DFT (the ωB97M-V functional and the def2-TZVPD basis) results for an isolated ion of composition C4H8NOS and charge -1.

ORCA input file:
```
! RIJCOSX wB97M-V def2-TZVPD def2/J DEFGRID3
* xyz -1 1
C -0.116 0.951 1.169
C 0.349 -0.282 0.442
C -0.876 -1.228 0.220
S -1.003 -2.440 1.603
N 1.022 -0.042 -0.849
C 0.653 0.847 -1.776
O 1.013 0.836 -2.946
H -0.907 1.436 0.591
H -0.739 0.606 1.992
H 0.635 1.637 1.540
H 0.988 -0.935 1.030
H -0.883 -1.619 -0.797
H -1.799 -0.671 0.382
H 1.618 -0.773 -1.213
H 0.044 1.678 -1.388
*
```

SMILES: C[C@@H](C[S-])NC=O
HOMO energy (Eh): -0.0971
Kohn-Sham gap (eV): 6.39

Run 2
DFT (the ωB97M-V functional and the def2-TZVPD basis) results for an isolated ion of composition C4H8NOS and charge -1.

ORCA input file:
```
! RIJCOSX wB97M-V def2-TZVPD def2/J DEFGRID3
* xyz -1 1
C 1.118 -0.616 1.159
C 0.223 0.251 0.266
C 0.688 0.388 -1.177
S 2.498 0.930 -1.103
N -1.230 -0.111 0.363
C -2.191 0.238 -0.599
O -3.081 -0.564 -0.820
H 1.051 -0.449 2.270
H 0.934 -1.718 1.057
H 2.202 -0.442 1.047
H 0.471 1.267 0.782
H 0.096 1.220 -1.619
H 0.746 -0.702 -1.556
H -1.477 -0.870 1.060
H -2.047 1.178 -1.130
*
```

SMILES: C[C@@H](C[S-])NC=O
HOMO energy (Eh): -0.0973
Kohn-Sham gap (eV): 6.42

Computed relative energies in units of kJ/mol: run 1 0.0; run 2 80.8

Run 1
DFT (the ωB97M-V functional and the def2-TZVPD basis) results for C23H22N2O2 as an isolated structure.

ORCA input file:
```
! RIJCOSX wB97M-V def2-TZVPD def2/J DEFGRID3
* xyz 0 1
C 0.029 -4.284 -1.123
N 0.097 -2.832 -0.934
C -1.100 -2.142 -0.941
C -2.317 -2.839 -1.070
C -3.534 -2.160 -1.067
C -3.544 -0.759 -1.012
C -2.350 -0.053 -0.943
C -1.099 -0.711 -0.845
C 0.106 -0.018 -0.610
C 1.321 -0.743 -0.758
C 1.310 -2.166 -0.950
C 2.525 -2.845 -1.193
C 3.737 -2.158 -1.219
C 3.750 -0.759 -1.039
C 2.563 -0.077 -0.782
H 1.016 -4.748 -1.025
H -0.658 -4.749 -0.387
H -0.358 -4.509 -2.138
H -2.319 -3.915 -1.204
H -4.465 -2.722 -1.149
H -4.505 -0.235 -1.007
H -2.380 1.034 -0.939
H 0.121 1.052 -0.933
H 2.541 -3.913 -1.409
H 4.663 -2.703 -1.416
H 4.702 -0.226 -1.082
H 2.597 0.996 -0.597
C 3.394 4.575 0.188
C 1.907 4.337 0.206
O 1.689 2.910 0.476
C 0.373 2.672 0.706
C 0.049 1.232 0.992
C -1.151 0.964 1.760
C -2.245 1.887 1.808
C -3.496 1.419 2.249
N -3.684 0.169 2.671
C -2.642 -0.659 2.773
C -1.351 -0.318 2.346
O -0.443 3.582 0.528
H 3.602 5.484 -0.388
H 3.738 4.799 1.213
H 3.951 3.732 -0.246
H 1.419 4.950 0.991
H 1.435 4.605 -0.756
H 0.927 0.617 1.196
H -2.157 2.881 1.361
H -4.367 2.085 2.200
H -2.842 -1.661 3.153
H -0.555 -1.078 2.345
*
```

HOMO energy (Eh): -0.2578
Kohn-Sham gap (eV): 6.50

Run 2
DFT (the ωB97M-V functional and the def2-TZVPD basis) results for one molecule with the formula C23H22N2O2.

ORCA input file:
```
! RIJCOSX wB97M-V def2-TZVPD def2/J DEFGRID3
* xyz 0 1
C 1.884 2.046 -1.179
C 1.455 1.841 -2.598
C 2.093 2.491 -3.646
C 1.690 2.301 -4.956
C 0.637 1.450 -5.240
C -0.003 0.787 -4.209
C 0.403 0.973 -2.893
C -0.372 0.295 -1.808
O -1.091 0.911 -1.035
N -0.270 -1.052 -1.764
C 0.702 -1.840 -2.486
C -1.187 -1.805 -0.967
C -2.325 -2.314 -1.578
C -3.219 -3.083 -0.857
C -2.973 -3.358 0.478
C -1.841 -2.852 1.089
C -0.944 -2.064 0.377
C 0.259 -1.535 1.107
O 1.134 -2.264 1.536
N 0.238 -0.200 1.267
C 1.180 0.486 2.131
C 0.542 0.805 3.459
C 0.311 -0.217 4.371
C -0.307 0.050 5.579
C -0.699 1.343 5.887
C -0.474 2.364 4.981
C 0.141 2.096 3.770
H 1.034 2.383 -0.588
H 2.242 1.109 -0.752
H 2.678 2.786 -1.115
H 2.914 3.160 -3.430
H 2.198 2.820 -5.755
H 0.314 1.302 -6.260
H -0.831 0.124 -4.421
H 1.426 -1.187 -2.969
H 0.217 -2.460 -3.244
H 1.223 -2.494 -1.783
H -2.504 -2.097 -2.621
H -4.105 -3.470 -1.338
H -3.665 -3.964 1.043
H -1.639 -3.061 2.129
H -0.511 0.338 0.846
H 1.522 1.400 1.641
H 2.025 -0.195 2.272
H 0.620 -1.223 4.126
H -0.481 -0.750 6.284
H -1.178 1.553 6.832
H -0.779 3.373 5.217
H 0.313 2.896 3.064
*
```

SMILES: Cc1ccccc1C(=O)N(C)c1ccccc1C(=O)NCc1ccccc1
HOMO energy (Eh): -0.3321
Kohn-Sham gap (eV): 9.78

Computed relative energies in units of kJ/mol: run 1 286.6; run 2 0.0

Run 1
DFT (the ωB97M-V functional and the def2-TZVPD basis) results for one molecule with the formula C4H8FNS.

ORCA input file:
```
! RIJCOSX wB97M-V def2-TZVPD def2/J DEFGRID3
* xyz 0 1
F -0.770 2.109 1.033
C -0.112 0.958 1.256
C -0.360 0.117 0.116
S -2.168 0.307 -0.119
C 0.239 -1.291 0.228
N 1.130 -0.837 -1.201
C 0.238 0.347 -1.137
H 1.007 1.156 1.199
H -0.294 0.500 2.287
H -2.311 -0.812 -0.781
H -0.364 -2.311 -0.011
H 1.180 -1.389 1.007
H 2.223 -0.725 -0.926
H -0.447 0.496 -2.004
H 0.808 1.376 -0.945
*
```

SMILES: FCC1(S)CNC1
HOMO energy (Eh): -0.3348
Kohn-Sham gap (eV): 9.76

Run 2
DFT (the ωB97M-V functional and the def2-TZVPD basis) results for a 2-piece molecular cluster, C4H8FNS overall.

ORCA input file:
```
! RIJCOSX wB97M-V def2-TZVPD def2/J DEFGRID3
* xyz 0 1
C -1.177 -0.089 1.510
N -0.167 0.601 1.258
C 0.026 0.705 -0.171
C -0.843 -0.392 -0.788
C -1.968 -0.626 0.234
H -1.510 -0.281 2.516
H 1.191 0.479 -0.367
H -0.367 1.680 -0.368
H -0.234 -1.207 -1.075
H -1.036 0.065 -1.691
H -2.867 -0.140 -0.030
H -2.238 -1.613 0.600
F 4.595 0.240 -1.358
S 3.660 -0.276 -0.067
H 2.936 0.853 -0.203
*
```

SMILES: C1=NCCC1.FS
HOMO energy (Eh): -0.3549
Kohn-Sham gap (eV): 9.48

Computed relative energies in units of kJ/mol: run 1 121.8; run 2 0.0

Run 1
DFT (the ωB97M-V functional and the def2-TZVPD basis) results for a 2-piece molecular cluster, C8H10SSi overall.

ORCA input file:
```
! RIJCOSX wB97M-V def2-TZVPD def2/J DEFGRID3
* xyz 0 1
C 1.011 1.291 -0.437
C 0.031 0.293 -0.295
C 1.364 1.881 0.754
C -0.350 0.109 1.007
C -0.506 -0.656 -1.216
C -1.378 -1.539 -0.715
C 2.232 3.025 1.001
C -2.043 -2.578 -1.579
Si -1.365 -1.451 1.148
S 0.507 1.115 2.077
H 1.256 1.817 -1.294
H -0.395 -0.434 -2.211
H 1.775 3.905 1.582
H 3.251 2.799 1.606
H 2.621 3.363 -0.019
H -1.226 -3.099 -2.213
H -2.847 -2.206 -2.209
H -2.384 -3.553 -1.053
H 0.899 -2.328 2.015
H -2.452 -1.754 2.054
*
```

HOMO energy (alpha / beta) (Eh): -0.2947 / -0.2820
Kohn-Sham gap (alpha / beta) (eV): 6.98 / 6.85

Run 2
DFT (the ωB97M-V functional and the def2-TZVPD basis) results for one molecule with the formula C8H10SSi.

ORCA input file:
```
! RIJCOSX wB97M-V def2-TZVPD def2/J DEFGRID3
* xyz 0 1
C -1.805 1.417 -0.923
C -2.216 0.611 0.257
C -3.733 0.711 0.345
Si -1.250 -0.718 1.109
C 0.491 -1.234 1.046
C 1.677 -1.446 0.760
C 3.041 -1.585 0.684
C 3.878 -1.015 -0.265
C 3.666 0.023 -1.113
S 2.143 0.728 -1.184
H -2.597 1.846 -1.585
H -1.190 2.242 -0.522
H -1.051 0.990 -1.527
H -4.294 0.209 -0.586
H -4.054 0.326 1.357
H -3.874 1.860 0.258
H -1.785 -1.678 2.183
H 3.638 -2.222 1.355
H 4.888 -1.463 -0.027
H 4.428 0.396 -1.621
*
```

SMILES: CC(C)=[SiH]C#C/C=C\C=S
HOMO energy (alpha / beta) (Eh): -0.2781 / -0.2724
Kohn-Sham gap (alpha / beta) (eV): 5.87 / 5.72

Computed relative energies in units of kJ/mol: run 1 0.0; run 2 139.7

Run 1
DFT (the ωB97M-V functional and the def2-TZVPD basis) results for a 2-piece molecular cluster, C3H8NO2P overall.

ORCA input file:
```
! RIJCOSX wB97M-V def2-TZVPD def2/J DEFGRID3
* xyz 0 1
C -1.205 -2.737 -0.413
C -1.098 -1.446 -0.090
C -0.253 -1.015 0.962
N 1.703 2.167 -0.916
O 1.087 1.099 2.091
O -0.766 1.858 0.629
P 0.209 0.644 1.043
H -1.962 -3.207 -1.024
H -0.563 -3.458 0.003
H -1.913 -0.803 -0.339
H 0.693 -1.576 1.163
H 1.261 2.870 -1.564
H 2.490 2.621 -0.331
H 1.939 1.287 -1.421
H -1.624 1.697 0.208
*
```

HOMO energy (alpha / beta) (Eh): -0.2930 / -0.2930
Kohn-Sham gap (alpha / beta) (eV): 7.93 / 7.92

Run 2
DFT (the ωB97M-V functional and the def2-TZVPD basis) results for C3H8NO2P as an isolated structure.

ORCA input file:
```
! RIJCOSX wB97M-V def2-TZVPD def2/J DEFGRID3
* xyz 0 1
C 0.377 1.475 -0.519
C 0.359 0.649 0.759
C -0.414 1.128 1.906
N -0.346 0.200 -0.422
O -0.658 -2.202 -2.399
O 0.490 -2.618 -0.172
P 0.591 -1.700 -1.423
H -0.176 2.477 -0.397
H 1.214 1.523 -1.114
H 1.368 0.156 0.753
H 0.229 1.717 2.660
H -1.057 0.387 2.395
H -1.172 1.815 1.489
H -0.395 -2.130 -3.307
H -0.411 -2.877 -0.209
*
```

HOMO energy (Eh): -0.2898
Kohn-Sham gap (eV): 8.49

Computed relative energies in units of kJ/mol: run 1 0.0; run 2 79.7

Run 1
DFT (the ωB97M-V functional and the def2-TZVPD basis) results for a 2-piece molecular cluster, C5H13N3O2 overall.

ORCA input file:
```
! RIJCOSX wB97M-V def2-TZVPD def2/J DEFGRID3
* xyz 0 1
C -1.379 -1.235 -1.535
C 2.103 -1.181 0.147
C -1.302 0.120 2.450
C -0.418 1.839 -1.181
C 0.068 0.288 0.502
N 0.808 -0.885 0.779
N -1.041 0.699 1.138
N 0.532 1.020 -0.531
O -1.137 -1.487 -2.855
O -2.244 -0.259 -1.306
H 1.973 -2.032 -0.463
H 2.278 -0.312 -0.459
H 2.921 -1.203 0.930
H -0.397 -0.099 2.971
H -2.184 0.603 2.846
H -1.557 -0.993 2.336
H -1.114 2.342 -0.429
H 0.101 2.679 -1.628
H -0.943 1.246 -1.883
H 0.702 -1.223 1.698
H -2.213 -0.008 -0.321
H -0.954 -2.468 -3.018
H 1.195 0.552 -1.174
*
```

HOMO energy (Eh): -0.2992
Kohn-Sham gap (eV): 8.84

Run 2
DFT (the ωB97M-V functional and the def2-TZVPD basis) results for a 2-piece molecular cluster, C5H13N3O2 overall.

ORCA input file:
```
! RIJCOSX wB97M-V def2-TZVPD def2/J DEFGRID3
* xyz 0 1
C -2.560 -1.992 1.012
C -1.216 -1.953 0.266
N -1.286 -1.049 -0.861
C -0.212 -0.614 -1.392
N 1.080 -1.053 -1.175
N -0.431 0.517 -2.218
H -3.116 -1.089 0.892
H -2.365 -2.214 2.062
H -3.096 -2.874 0.658
H -0.390 -1.751 0.962
H -1.006 -2.983 -0.054
H 1.759 -0.575 -1.740
H 1.278 -2.035 -1.294
H 0.313 0.625 -2.890
H -1.411 0.459 -2.435
C 0.048 2.518 1.242
C 1.213 1.609 0.909
O 2.224 1.715 0.275
O 1.106 0.539 1.773
H 0.386 3.535 1.295
H -0.402 2.198 2.166
H -0.682 2.198 0.489
H 1.819 -0.086 1.577
*
```

SMILES: CCN=C(N)N.CC(=O)O
HOMO energy (Eh): -0.3185
Kohn-Sham gap (eV): 9.35

Run 3
DFT (the ωB97M-V functional and the def2-TZVPD basis) results for a 2-piece molecular cluster, C5H13N3O2 overall.

ORCA input file:
```
! RIJCOSX wB97M-V def2-TZVPD def2/J DEFGRID3
* xyz 0 1
H 2.190 1.429 -0.226
N 1.316 1.107 -0.626
C 0.227 1.518 -0.049
O -0.245 2.111 0.877
N -0.813 0.883 -1.159
C -1.543 1.963 -1.820
C -1.686 -0.124 -0.556
H 0.201 0.548 -1.634
H -2.105 2.525 -1.070
H -2.226 1.561 -2.569
H -0.834 2.635 -2.303
H -2.389 -0.510 -1.295
H -1.084 -0.943 -0.166
H -2.240 0.334 0.267
C 1.126 -1.205 2.365
C 1.179 -2.286 1.304
N 1.410 -1.840 0.040
O 1.045 -3.468 1.559
H 0.528 -1.559 3.202
H 2.139 -1.024 2.726
H 0.719 -0.266 1.993
H 1.539 -0.857 -0.179
H 1.546 -2.530 -0.681
*
```

SMILES: [H]/N=C(\[O-])[NH+](C)C.CC(N)=O
HOMO energy (Eh): -0.3498
Kohn-Sham gap (eV): 10.14

Computed relative energies in units of kJ/mol: run 1 343.0; run 2 0.0; run 3 31.7

Run 1
DFT (the ωB97M-V functional and the def2-TZVPD basis) results for H5NS as an isolated structure.

ORCA input file:
```
! RIJCOSX wB97M-V def2-TZVPD def2/J DEFGRID3
* xyz 0 1
N -1.991 0.051 1.269
H -2.099 -0.141 0.194
H -0.898 0.258 0.999
H -0.367 -0.497 -0.005
H -2.399 1.031 1.441
S 1.217 -0.077 -0.630
H 0.227 0.223 -1.436
*
```

HOMO energy (Eh): -0.3645
Kohn-Sham gap (eV): 9.59

Run 2
DFT (the ωB97M-V functional and the def2-TZVPD basis) results for a 2-piece molecular cluster, H5NS overall.

ORCA input file:
```
! RIJCOSX wB97M-V def2-TZVPD def2/J DEFGRID3
* xyz 0 1
N -0.706 1.293 0.051
H -1.383 0.633 0.295
H -0.381 0.864 -0.780
H -0.058 1.494 0.769
S 1.201 -1.694 0.329
H 1.365 -0.589 -0.328
H -0.038 -2.001 -0.335
*
```

SMILES: N.S
HOMO energy (Eh): -0.3532
Kohn-Sham gap (eV): 10.32

Computed relative energies in units of kJ/mol: run 1 209.1; run 2 0.0